The following is a DFT calculation (the ωB97M-V functional and the def2-TZVPD basis) of a 9-piece molecular cluster, C22H64N2O9 overall at a distorted geometry.

The SMILES is COC[C@H](C)N.COC[C@H](C)N.CCO.CCO.CCO.CCO.CCO.CCO.CCO. The calculation puts the calculated total energy at -45257.67473 eV. For the energy above the lowest of the compared OMol25 structures with the same formula, charge and spin, the calculation gives 0.0 kJ/mol. The calculation puts the largest force on an atom at 1.79 eV/Å. The HOMO-LUMO gap comes out at 9.7 eV.

Structure (XYZ):
```
97
Properties=species:S:1:pos:R:3:forces:R:3
C -6.0802 -1.1849 1.3798 0.3 0.3 0.2
C -4.6500 -0.7838 1.0746 0.3 -0.2 -0.6
O -4.1468 0.1863 1.9955 -0.2 0.0 -0.5
H -6.1178 -1.4863 2.4274 -0.2 -0.2 -0.1
H -6.4092 -1.9884 0.7230 0.0 -0.1 0.1
H -6.7466 -0.3296 1.2550 0.0 0.0 0.0
H -4.5604 -0.4299 0.0390 -0.1 0.3 0.1
H -3.9724 -1.6410 1.0788 -0.1 -0.1 0.4
H -4.4482 1.0367 1.6529 0.1 0.0 0.3
C -0.1601 -3.4999 1.7620 -0.1 0.5 0.3
C -0.7486 -4.8769 1.8995 0.3 -0.6 -1.0
O 0.3285 -5.8215 1.9119 0.3 0.2 0.3
H -0.9610 -2.7635 1.6677 0.0 0.0 0.1
H 0.4713 -3.3693 0.8812 0.0 -0.4 -0.1
H 0.4340 -3.2566 2.6455 0.0 0.0 0.0
H -1.3424 -5.1039 1.0049 -0.3 0.2 0.2
H -1.3822 -4.9815 2.7827 0.0 0.1 0.1
H -0.0105 -6.7190 1.9109 -0.2 0.0 0.0
C 1.6831 -1.6809 -3.4394 -0.1 0.0 0.3
C 2.6417 -1.9606 -2.3026 0.7 0.3 -0.1
O 2.2116 -3.0531 -1.5159 0.2 0.3 0.1
H 1.5764 -2.5558 -4.0801 -0.1 0.0 0.1
H 2.0206 -0.8513 -4.0613 0.1 0.0 0.1
H 0.7184 -1.4056 -3.0115 -0.1 -0.1 -0.2
H 2.7716 -1.0666 -1.6700 -0.3 0.0 -0.1
H 3.6517 -2.1368 -2.7084 -0.1 -0.2 0.0
H 2.8480 -3.0844 -0.7600 -0.3 -0.2 -0.2
C 2.7830 3.8295 -1.2206 -0.2 -0.4 -0.3
C 3.0837 2.3313 -1.3858 0.1 1.5 -0.1
O 3.2587 1.7036 -0.1236 0.0 -0.4 -0.1
H 3.6823 4.3766 -0.9347 -0.1 0.0 0.3
H 1.9746 3.9457 -0.4977 0.1 0.2 0.1
H 2.4598 4.2771 -2.1633 -0.1 -0.2 0.0
H 3.9759 2.2683 -2.0143 0.0 -0.5 0.0
H 2.2319 1.8521 -1.8638 0.1 -0.3 0.0
H 3.9559 2.1370 0.3786 0.0 0.1 0.0
C -1.2743 -0.4137 0.0386 0.2 -0.5 0.2
C 0.2175 -0.1743 -0.0762 -0.6 0.4 -1.5
O 0.5638 1.0695 0.5247 0.4 -0.2 0.0
H -1.5860 -0.3409 1.0821 -0.2 -0.1 -0.1
H -1.5004 -1.4069 -0.3578 0.0 -0.1 0.3
H -1.8718 0.2530 -0.5826 0.2 0.4 0.2
H 0.4112 -0.0733 -1.1575 0.2 -0.2 0.1
H 0.8175 -1.0255 0.2545 -0.1 0.1 0.4
H 1.4734 1.2709 0.2426 0.0 0.0 0.4
C -3.2821 -1.9056 -2.7792 0.1 1.1 0.1
C -2.1748 -2.9025 -2.6091 -0.5 -0.4 0.5
O -2.4015 -3.5628 -1.3472 0.4 -0.1 -0.3
H -3.1390 -1.3397 -3.7036 -0.2 -0.2 -0.1
H -3.1890 -1.1618 -1.9817 -0.1 -0.1 0.0
H -4.2987 -2.2871 -2.7101 0.1 -0.4 -0.2
H -1.2231 -2.3640 -2.5885 0.1 -0.2 -0.1
H -2.1732 -3.6567 -3.4016 0.1 0.1 -0.1
H -1.7115 -4.2344 -1.2686 -0.1 0.1 0.2
C -1.3780 1.6341 3.4413 0.0 0.6 -0.3
C -1.7161 2.6703 2.3468 0.5 -1.6 0.6
O -0.5125 3.2677 1.8860 -0.1 0.3 -0.2
H -0.6961 0.8954 3.0169 0.0 -0.1 0.0
H -2.2634 1.1174 3.8123 0.0 0.1 0.1
H -0.8429 2.1563 4.2358 -0.1 -0.1 0.2
H -2.3831 3.4363 2.7335 0.0 0.2 -0.2
H -2.1993 2.0977 1.5472 -0.2 0.4 -0.2
H 0.0071 2.5547 1.4696 -0.3 0.1 0.1
C -1.0823 5.6507 -1.5268 0.3 -0.8 -0.4
C -2.2294 4.6529 -1.3279 -0.4 0.8 0.1
C -1.8298 3.2293 -1.6482 -0.7 -0.1 0.1
O -1.4711 3.1101 -3.0126 0.6 0.2 0.3
C -0.7484 1.9323 -3.2425 0.0 -0.4 -0.5
N -2.7634 4.6894 0.0495 0.7 0.0 0.0
H -1.4281 6.6820 -1.4993 0.0 0.0 0.1
H -0.6089 5.4683 -2.4978 -0.1 0.2 0.0
H -0.3062 5.4828 -0.7748 -0.1 0.1 0.1
H -3.0528 4.9607 -1.9814 0.1 -0.2 -0.1
H -2.6747 2.5494 -1.4834 -0.1 0.1 0.3
H -1.0558 2.9265 -0.9287 0.4 -0.1 -0.4
H 0.1200 1.8578 -2.5806 0.0 -0.1 0.1
H -0.3924 1.9122 -4.2737 0.0 0.3 0.0
H -1.3704 1.0337 -3.1361 0.0 0.0 0.3
H -2.7942 5.6733 0.3084 -0.3 0.0 0.0
H -1.9992 4.3417 0.6373 -0.2 0.0 0.0
C 5.4675 -1.4231 0.9554 0.1 0.6 -0.2
C 4.4517 -2.3106 1.6440 0.3 -0.1 -0.2
C 3.2540 -1.4933 2.1131 0.0 -0.7 0.1
O 3.7064 -0.5455 3.0376 0.3 0.3 -0.1
C 2.8124 0.5051 3.2900 -0.6 0.2 0.0
N 3.9923 -3.3493 0.6964 -0.1 0.0 0.6
H 5.0331 -0.9501 0.0685 -0.1 -0.2 0.0
H 6.3669 -1.9594 0.6482 -0.1 -0.1 0.0
H 5.7731 -0.5969 1.5997 0.0 -0.2 0.1
H 4.9368 -2.7968 2.4980 -0.1 0.2 0.2
H 2.5186 -2.1373 2.6136 -0.1 -0.1 -0.1
H 2.7666 -1.0863 1.2185 0.1 0.4 0.1
H 2.5505 1.0433 2.3715 0.2 0.1 0.1
H 3.2694 1.1676 4.0210 0.1 0.1 -0.1
H 1.8555 0.1728 3.7168 0.1 -0.2 0.0
H 4.8087 -3.8781 0.4034 -0.1 0.0 -0.1
H 3.4234 -4.0019 1.2374 0.0 -0.1 -0.3
```
Forces are in eV/Å.